(1)
A cluster of 2 separate species, CH2N3O2P in total. Source: the OMol25 dataset; level of theory: the ωB97M-V functional and the def2-TZVPD basis.

Properties
- Charge: 0
- Spin multiplicity: 1
- Highest occupied orbital energy (alpha / beta): -10.263 / -10.262 eV
- Relative energy (zero: lowest compared OMol25 entry of this formula, charge and spin): 90.4 kcal/mol
- Lowest unoccupied orbital energy (alpha / beta): -3.412 / -3.411 eV

CARTESIAN COORDINATES (ANGSTROEM)
C 0.59870 1.70121 -0.23651
N 0.73934 2.73543 0.23573
N -1.75000 -0.31897 0.26105
N 1.22220 -0.81681 0.13773
O 1.61065 -1.90081 -0.23983
O 1.17822 -0.50052 1.29791
P 0.60416 0.23986 -1.23024
H -1.87207 -1.27474 0.09702
H -2.33119 0.13535 -0.32287


(2)
An isolated molecule of C5H13NO2. Source: the OMol25 dataset; level of theory: the ωB97M-V functional and the def2-TZVPD basis.

Properties
- Charge: 0
- Spin multiplicity: 1
- Highest occupied orbital energy: -8.957 eV
- Relative energy (zero: lowest compared OMol25 entry of this formula, charge and spin): 46.5 kcal/mol
- Lowest unoccupied orbital energy: 0.846 eV
- SMILES: C[C@H](NCO)[C@@H](C)O

CARTESIAN COORDINATES (ANGSTROEM)
C -1.46565 0.46073 0.19625
C -0.08128 -0.05940 -0.24087
C 0.94170 1.07869 -0.50425
C 0.80833 1.52929 -1.97387
O 0.69922 2.07888 0.44854
N 0.51115 -0.97330 0.70864
C -0.08196 -2.23709 1.06680
O -1.17258 -2.11000 1.98475
H -2.19806 -0.33770 0.05465
H -1.86412 1.19153 -0.51397
H -1.52408 0.88040 1.20383
H -0.28221 -0.50115 -1.22134
H 1.95475 0.65118 -0.47955
H 1.50252 0.95202 -2.61315
H 1.28350 2.45720 -2.26883
H -0.22053 1.40952 -2.30068
H 1.49861 2.57681 0.64212
H 0.63755 -0.51493 1.60708
H -0.25051 -2.84319 0.17027
H 0.70414 -2.70466 1.66576
H -1.40050 -2.98483 2.36784